Record 1
Below is a cluster of 8 separate species, C26H48O24 in total at a distorted geometry, with properties calculated with ωB97M-V/def2-TZVPD.

**Relative energy (zero: lowest compared OMol25 entry of this formula, charge and spin)**: 151.6 kJ/mol
**Structure (SMILES)**: C[C@H]1COC(=O)O1.C[C@H]1COC(=O)O1.COC(=O)OC.COC(=O)OC.COC(=O)OC.COC(=O)OC.COC(=O)OC.COC(=O)OC
**Molecular weight**: 744.65 g mol⁻¹
**Charge**: 0
**E_HOMO**: -10.550 eV

Each line ends with the Löwdin charge.
Cartesian coordinates (Å):
H (-1.745752, 2.291534, 0.661202)  0.14
H (7.454818, 1.477984, 0.562442)  0.09
O (-0.732692, 1.140374, -2.853608)  0.15
H (6.591988, 1.178294, -6.696598)  0.10
H (-0.702102, -0.918486, 1.609342)  0.08
C (-5.646642, 0.072594, 4.601412)  -0.06
O (5.790798, -0.350746, -7.434368)  -0.03
O (-2.227902, -4.668836, -0.785768)  0.10
O (-2.162292, 1.961854, -1.317978)  0.10
H (2.763958, -1.422856, -5.116858)  0.09
O (-4.320712, -4.324756, -0.489718)  0.12
H (-3.593362, 4.821654, 5.195532)  0.09
H (3.111168, -3.396586, 5.655682)  0.09
H (3.598238, -2.846806, -5.601858)  0.10
H (3.662608, -3.573496, -0.537988)  0.09
C (6.385078, 1.285324, 0.481112)  -0.09
H (-1.636432, 0.245634, 2.407572)  0.08
O (6.086078, 0.086834, -0.151698)  -0.03
H (-5.598412, 7.967754, 8.863082)  0.09
C (0.488378, -7.435206, 4.294602)  -0.08
O (3.958088, -1.303496, -6.856478)  -0.01
H (3.646878, -2.780836, 4.258382)  0.09
H (-4.625212, -5.005536, -2.295088)  0.15
C (3.387228, 5.266894, -9.070988)  -0.63
H (-3.334212, -3.996846, 7.629182)  0.09
H (3.160318, -2.341436, -1.806088)  0.10
H (2.139998, 3.309774, -7.380968)  0.10
H (4.999998, 6.131694, -11.613098)  0.10
O (1.249258, -5.279686, 5.795782)  0.12
H (-5.000242, 9.587574, 8.508332)  0.09
H (-6.720192, 0.152504, 4.772352)  0.09
O (-3.149692, -4.990116, 1.260392)  0.10
H (6.070158, 1.250624, 1.524062)  0.09
H (-5.598642, -0.398156, 3.619472)  0.10
C (-1.796682, 0.279854, 0.223472)  -0.37
C (-2.381372, 1.655454, 0.045162)  -0.09
H (-6.105972, 8.796214, 7.427922)  0.09
H (-3.448542, 1.728084, 0.254862)  0.14
O (-4.943242, 6.020364, 7.453092)  0.07
H (-2.369882, -3.324796, -2.400168)  0.13
C (4.057278, 6.210304, -11.071618)  -0.02
C (-0.997282, 0.127974, 1.532502)  0.00
H (-2.437992, -0.585566, 0.056562)  0.15
C (2.994118, 3.924934, -7.097838)  -0.03
C (1.711588, -5.396536, 4.682342)  -0.56
O (4.791188, -1.756536, -0.671488)  -0.04
O (3.732218, 4.246604, -8.277908)  -0.01
H (-0.431862, -6.866456, 4.427942)  0.09
H (2.933398, -2.245346, 0.001022)  0.08
H (-0.131362, 0.789254, 1.563862)  0.09
H (-1.912402, 5.287204, 5.039002)  0.09
C (7.010748, 0.341524, -7.255668)  -0.03
C (5.102398, -0.758826, -6.354228)  -0.54
H (5.894178, 2.162284, 0.059142)  0.10
C (4.791428, -0.445716, -0.175538)  -0.42
H (-3.885282, -4.354916, 6.099592)  0.10
H (0.682308, -7.918896, 5.251962)  0.09
O (-6.167552, -2.592926, 5.272782)  0.07
C (-3.237322, -4.672826, 0.065832)  -0.62
O (1.473498, -6.529556, 3.850612)  -0.05
O (-4.098702, 8.118404, 7.324082)  0.02
H (-2.487222, 4.515034, 6.436432)  0.09
H (3.989348, 7.187564, -10.593648)  0.10
C (-5.298472, -1.901816, 5.879242)  -0.52
C (-4.228562, -4.081976, -1.873428)  -0.31
C (-4.055152, 6.827814, 7.086742)  -0.63
H (3.672778, 3.424494, -6.407138)  0.09
H (-4.717642, -1.896226, -1.949588)  0.08
H (-5.019632, -4.264446, 7.493452)  0.10
C (-1.289582, 1.093814, -1.790878)  -0.56
O (5.424418, -0.572196, -5.183418)  0.11
C (-5.056932, -2.867536, -2.309478)  0.00
H (3.219768, 6.033354, -11.746428)  0.10
C (-5.240512, 8.620404, 8.066802)  -0.03
O (4.069418, 5.158704, -10.130618)  0.03
H (2.541128, 4.827914, -6.688548)  0.09
O (2.444288, -4.544326, 4.031102)  0.03
H (0.391378, -8.076886, 3.418862)  0.10
O (2.495258, 6.098684, -8.830288)  0.08
O (-0.986582, 0.135064, -0.874718)  0.08
H (2.215598, -2.304986, -6.540218)  0.10
H (1.998418, -2.486346, 4.618472)  0.10
C (-2.747012, -4.290486, -2.063538)  -0.08
O (3.794298, 0.117194, 0.328562)  0.07
C (-2.762062, 5.290814, 5.721772)  -0.01
C (3.591888, -2.523486, -0.821858)  -0.04
O (-5.012682, -0.604166, 5.667032)  -0.01
H (-5.268812, 1.094994, 4.595712)  0.09
H (7.629818, -0.409996, -6.765698)  0.10
O (-4.327622, -2.417726, 6.646222)  0.00
H (-5.016312, -2.845886, -3.398508)  0.09
H (-2.556782, -5.069686, -2.801618)  0.14
C (2.750858, -3.274816, 4.634192)  -0.03
H (-6.095012, -2.939446, -1.984948)  0.09
C (3.099668, -1.963786, -6.001608)  -0.09
O (-3.055472, 6.594984, 6.306942)  0.03
H (7.499008, 0.667854, -8.173928)  0.10
C (-4.184702, -3.787086, 6.980512)  -0.05

Cartesian forces (eV/Å) of the 6 atoms listed first:
-0.46 0.59 0.00
0.05 -0.56 -0.75
-0.88 0.11 0.53
1.67 0.47 0.56
0.46 0.07 -0.12
-1.49 0.44 -0.16


Record 2
Below is a structure of composition C26H49As3BN6Pd at a distorted geometry, with properties calculated with ωB97M-V/def2-TZVPD.

**Molecular weight**: 787.72 g mol⁻¹
**Charge**: +1
**E_HOMO**: -10.929 eV

Each line ends with the Löwdin charge.
Cartesian coordinates (Å):
H (4.921099, -1.135009, -0.036589)  0.04
H (0.627210, -2.563731, -2.262407)  0.02
H (4.406061, 1.750667, -0.387215)  0.05
H (-1.823489, -1.592708, -3.512842)  0.05
H (0.438303, 0.233684, 5.362444)  0.12
H (0.491288, -3.637596, -0.244111)  0.06
H (-2.009427, -1.762380, -1.745862)  0.00
H (3.079034, 2.218896, 0.702704)  0.03
H (-0.584740, -5.028373, -0.086222)  0.09
H (4.378666, 1.382268, -4.530094)  0.02
C (3.471597, 1.076420, -5.050800)  -0.35
H (1.064681, -0.895437, -5.849939)  -0.01
C (-1.773510, -1.082473, -2.550486)  -0.24
H (4.231069, -0.547582, -2.144027)  0.10
H (2.614602, 1.281917, -4.422713)  -0.03
H (-3.335956, -4.455697, 0.308811)  0.12
H (-5.259516, 3.015591, 0.835315)  0.09
H (-3.035470, 1.142196, 4.446668)  0.08
H (-0.371263, 4.334570, -1.142792)  0.09
C (-2.459769, 0.259116, 4.723410)  -0.01
H (0.552758, 2.828762, -1.140407)  0.05
Pd (0.278379, -0.287439, 0.103103)  0.52
C (3.138531, -0.528690, -2.104007)  -0.37
H (2.731523, 0.237145, 4.173962)  0.09
H (2.503148, -2.976559, -0.926056)  0.05
N (-1.313393, 1.435590, 0.003699)  0.03
C (-1.551603, -3.142296, 0.101246)  -0.36
C (-0.413167, 3.273356, -1.385783)  -0.03
H (2.762644, 0.685800, 2.478418)  0.04
C (-0.176016, 0.951446, -3.780166)  -0.24
C (-2.780258, 3.089483, -0.315112)  0.02
H (-5.389367, -3.044821, 1.391003)  0.09
H (-3.443817, 0.061434, 2.350977)  0.11
C (-3.346134, 2.153770, 0.525658)  -0.26
C (1.066736, -1.827406, -2.933025)  -0.29
H (1.807332, -0.171576, -7.286493)  0.02
C (2.979118, -3.025644, -1.908997)  -0.07
C (-2.864094, -3.495273, 0.433136)  0.03
C (3.325660, 1.746468, -0.245931)  -0.26
As (-0.004363, -0.315421, -2.319122)  1.13
H (4.059303, -3.095919, -1.763013)  0.09
H (-4.599896, 2.220559, 2.265700)  0.08
C (3.354023, -1.996252, -4.104612)  -0.38
H (1.871266, -1.919073, -7.053558)  0.02
H (0.715884, 1.523235, -4.000351)  0.01
C (0.090472, 0.138149, 4.347959)  0.03
H (2.644602, -3.943159, -2.395472)  0.10
C (4.101433, -1.007249, 0.669485)  -0.27
N (0.089394, -0.075853, 2.128875)  -0.04
N (-1.204531, 0.004763, 2.570166)  0.04
As (3.653276, -0.782497, -5.658783)  1.15
H (-2.188689, 0.341184, 5.773658)  0.09
H (4.376537, -2.293798, -3.858169)  0.05
C (1.904771, -0.959426, -6.539864)  -0.34
H (2.854335, 2.309004, -1.050663)  0.02
N (-2.442347, 1.167863, 0.701459)  0.02
C (-1.216913, 0.137351, 3.907047)  -0.26
H (4.450070, -0.416905, 1.509657)  0.02
H (-3.103871, -0.611256, 4.600720)  0.08
N (-2.481456, -1.398280, 0.968657)  0.03
C (-1.497570, 2.604402, -0.606186)  -0.34
H (-3.225060, 4.014041, -0.643896)  0.12
N (-1.335527, -1.866647, 0.418187)  0.00
H (0.819121, -2.139812, -3.948268)  0.08
H (2.913429, -2.875516, -4.588542)  0.07
H (2.821221, 0.353469, -2.661939)  0.03
H (-5.289624, -1.309518, 1.086472)  0.08
H (2.728300, -1.025860, 2.946768)  0.07
H (-2.492285, -0.262387, -2.541940)  0.04
H (-0.992151, 1.626437, -3.548383)  0.02
H (-0.451580, 0.333349, -4.632767)  0.04
C (-4.786496, -2.154682, 1.556319)  -0.01
B (-2.474837, -0.025765, 1.664369)  -0.51
C (2.609179, -1.800258, -2.759999)  -0.64
C (-3.421604, -2.361522, 0.990555)  -0.26
H (3.388335, 1.677115, -5.957038)  0.02
H (-0.564451, 3.205837, -2.457558)  0.05
H (-0.595509, -4.096224, -1.572046)  0.08
H (3.773165, -1.983323, 1.017796)  0.03
C (-0.499769, -4.018847, -0.486287)  -0.03
H (-4.746748, -1.963131, 2.629087)  0.08
H (-5.250546, 1.254805, 0.945244)  0.08
C (2.356443, -0.032183, 3.188516)  -0.04
C (-4.686810, 2.157534, 1.180520)  -0.01
As (2.666489, -0.080062, -0.274440)  1.09
C (0.873636, 0.003240, 3.206603)  -0.32

Cartesian forces (eV/Å) of the 6 atoms listed first:
-0.01 0.00 0.00
0.15 -0.19 -0.07
0.00 0.00 -0.01
0.02 0.04 -0.02
-0.01 -0.01 -0.01
0.02 0.01 -0.01


Record 3
Below is a cluster of 14 separate species, C26H49BCl27O3P2 in total at a distorted geometry, with properties calculated with ωB97M-V/def2-TZVPD.

**Relative energy (zero: lowest compared OMol25 entry of this formula, charge and spin)**: 0.0 kJ/mol
**Molecular weight**: 1439.67 g mol⁻¹
**Charge**: +1
**E_HOMO**: -11.684 eV

Each line ends with the Löwdin charge.
Cartesian coordinates (Å):
C (0.461209, 1.868010, -2.818972)  -0.19
Cl (2.513645, 1.880022, 9.416124)  0.52
H (2.152436, 3.825843, -4.002350)  0.08
H (-3.488643, -0.593416, 0.321192)  0.13
H (-4.832342, -9.365868, -5.132643)  0.03
H (0.667829, 1.810376, 7.959236)  -0.08
Cl (7.649973, 0.109864, -2.625642)  0.49
H (1.625598, 0.323512, 7.902318)  -0.05
H (-3.881349, 4.635436, 7.695275)  -0.01
Cl (-8.950326, -5.154127, -0.787405)  0.51
C (-0.195735, 0.542610, -3.082987)  -0.26
H (5.239368, 10.004277, -0.712356)  0.03
H (-2.124453, -2.969361, -1.917630)  0.10
Cl (2.510287, 1.981355, 6.484550)  0.49
C (-0.001211, -2.898541, -0.171676)  -0.04
Cl (-3.977459, -9.419779, -2.944235)  0.53
H (-5.819893, -1.449739, -2.066089)  0.08
H (-9.492038, -6.848098, -2.320443)  0.03
C (7.893201, -1.410602, -1.754870)  -1.01
Cl (-1.426760, 1.289182, 8.746163)  0.56
Cl (6.087953, 2.250544, -7.213070)  0.50
C (1.674779, 1.404725, 7.938404)  -1.09
H (0.961131, -1.311546, 3.777837)  0.04
H (8.223381, 6.811017, -4.877916)  -0.01
Cl (2.496231, -1.438394, -4.210401)  0.54
H (-2.394874, 4.412644, 8.641316)  0.00
Cl (7.849131, 3.907269, -5.562302)  0.52
H (8.943589, -1.500493, -1.508606)  0.03
H (-6.126973, 0.126017, -1.416939)  0.08
H (7.580361, -2.226101, -2.395326)  0.02
H (-0.089091, 2.687918, -3.266583)  0.13
Cl (-4.623424, -7.087149, -4.601368)  0.46
C (-0.737689, -1.840498, -0.695861)  -0.27
C (0.728009, -2.727827, 0.984104)  -0.02
Cl (0.685054, -1.703379, 6.657287)  0.56
H (-1.308605, 0.198793, -0.377003)  0.09
C (-1.478477, -2.100025, -1.989726)  -0.26
Cl (-4.776672, 1.978127, 8.458121)  0.52
C (-4.997590, -8.782353, -4.235835)  -0.99
H (-4.867251, -2.163180, -4.499259)  0.06
H (-3.100220, -0.176957, 9.505236)  0.00
Cl (-0.926868, -3.478115, 4.984654)  0.51
Cl (-7.387958, -6.118551, -3.077283)  0.48
H (-0.747048, -2.352024, -2.758014)  0.09
H (-2.057834, -0.920572, 8.264521)  0.01
O (-4.463444, -1.374396, -4.885082)  -0.39
H (-0.037871, 0.474133, 1.650428)  0.12
C (7.958403, 7.780856, -4.476573)  -1.02
H (2.272136, -2.161597, 2.918864)  0.08
B (-4.021225, -0.322262, -1.556141)  -0.50
H (-5.575306, 0.002962, -3.068214)  0.07
C (4.369099, 9.630804, -1.237229)  -1.05
P (-2.852176, -1.397294, -4.778975)  0.43
Cl (-6.033256, 3.316727, 10.749147)  0.52
H (-0.090889, 0.281433, -4.130973)  0.08
Cl (-3.845590, 5.971386, 9.625883)  0.50
H (4.002802, -2.289971, -5.809939)  0.03
H (3.530892, 3.334860, -2.974722)  0.07
C (7.368935, 2.263600, -5.996296)  -1.04
Cl (6.952194, -1.470996, -0.262137)  0.51
H (-6.724671, 3.303092, 8.506390)  0.03
Cl (-1.612882, -6.096516, -4.476357)  0.48
H (8.230440, 1.740583, -6.392052)  0.03
C (-0.014126, -0.471971, 1.144044)  -0.01
Cl (6.663701, 7.559333, -3.289143)  0.52
H (2.122690, 1.487300, -4.171908)  0.09
H (-1.690748, -7.509027, -2.595017)  0.00
C (-5.467642, -0.424435, -2.075796)  -0.02
P (-2.418685, -0.713058, -2.655044)  0.86
H (1.207848, -3.864559, 5.902176)  0.03
O (-1.595648, 0.642283, -2.694384)  -0.32
C (3.771445, -1.301450, -5.433863)  -0.99
Cl (-2.254491, 6.247201, 7.176880)  0.51
Cl (9.395313, 8.509662, -3.758077)  0.52
H (-2.468327, -5.942570, -2.293944)  0.02
H (2.485821, 1.296697, -2.421930)  0.11
C (-3.105886, 5.134334, 8.258708)  -1.06
H (2.159096, -0.440288, 2.793728)  0.09
C (-9.011086, -5.881105, -2.395040)  -1.01
C (0.737951, -1.512832, 1.642441)  -0.26
C (1.566190, -1.342608, 2.883678)  -0.04
H (4.667768, 9.098777, -2.130578)  -0.04
Cl (-0.120048, -5.877439, -1.978574)  0.56
Cl (3.357780, 11.001319, -1.707753)  0.50
H (0.334253, -0.203642, -2.498088)  0.10
Cl (-1.136842, -1.095901, 10.417041)  0.53
O (-3.760196, 0.098048, -0.293620)  0.13
C (-2.082924, -0.305893, 9.156437)  -1.01
H (0.392475, 2.023167, -1.744192)  0.12
H (3.416054, -0.665794, -6.235994)  0.03
H (-9.569520, -5.228430, -3.054486)  0.03
H (-0.070513, -3.878531, 7.138085)  0.03
Cl (-2.345362, 0.221783, -5.867103)  0.32
H (1.969726, 3.804743, -2.288484)  0.07
H (0.040520, -3.856660, -0.675723)  0.02
C (-1.616821, -6.440089, -2.744909)  -1.02
Cl (5.228414, -0.585827, -4.747272)  0.51
H (1.322008, -3.535307, 1.371784)  0.12
H (7.594979, 8.429707, -5.263417)  0.03
Cl (3.504777, 8.509457, -0.175746)  0.49
H (-6.032743, -8.847420, -3.923211)  0.01
H (7.001307, 1.768434, -5.106115)  -0.04
C (2.461273, 3.295217, -3.109558)  -0.09
C (-6.287908, 2.570456, 9.174093)  -1.00
C (1.932887, 1.850229, -3.170257)  -0.27
H (-6.954620, 1.726088, 9.296123)  0.02
C (0.303909, -3.381603, 6.251791)  -0.99
C (-0.740856, -0.642163, -0.015010)  -0.07

Cartesian forces (eV/Å) of the 6 atoms listed first:
-0.21 -0.40 0.65
-0.04 -0.02 0.00
0.20 0.19 -0.26
0.50 0.28 0.28
0.09 0.01 -0.01
0.53 0.08 -0.14


Gap between HOMO and LUMO (computed, Eh): 0.3893; 0.2787; 0.2963